Entry 1:
Here is a cluster of 6 separate species, C17H44ClNO12 in total in a non-equilibrium geometry from the Open Molecules 2025 dataset. Energies are from wB97M-V/def2-TZVPD.

Calculated values
gap between HOMO and LUMO: 0.3287 Ha
relative energy (zero: lowest compared OMol25 entry of this formula, charge and spin): 0.0 kJ/mol
F_max: 1.911 eV Å⁻¹

```
75
Properties=species:S:1:pos:R:3:forces:R:3
C 7.343285 15.707245 25.884098 -0.9 -0.6 -1.1
C 7.591889 14.287620 26.371692 -0.5 0.0 0.6
C 8.742846 13.580159 25.674945 0.8 0.7 0.5
C 9.208392 12.368086 26.480860 -0.1 -0.4 -0.1
N 9.602151 11.180743 25.653877 0.8 -0.4 -1.0
C 10.245258 10.092305 26.473080 0.4 0.5 0.4
C 10.198953 8.837180 25.610654 -1.1 0.4 1.3
C 8.870124 9.004259 24.845039 0.6 0.3 -1.5
C 8.430017 10.474349 25.011811 0.2 -0.6 0.8
C 10.590114 11.591687 24.617732 0.8 0.9 -0.4
H 7.118335 15.642145 24.810611 0.4 0.2 0.0
H 8.171968 16.392985 26.030305 0.0 0.0 0.2
H 6.397449 16.090427 26.268628 0.3 0.2 0.5
H 6.683536 13.682083 26.261049 0.0 0.1 -0.3
H 7.709471 14.298016 27.462523 0.5 0.0 -0.1
H 9.621849 14.233942 25.662496 -0.2 0.2 -0.1
H 8.539273 13.429609 24.614157 -0.3 -0.4 0.1
H 8.446674 12.002610 27.172029 -0.1 0.0 -0.1
H 10.078261 12.638625 27.079512 0.1 -0.1 -0.1
H 11.264623 10.347585 26.772706 -0.1 0.3 -0.1
H 9.631892 10.094024 27.376924 0.0 -0.7 0.0
H 11.053611 8.762514 24.949576 0.1 0.0 0.1
H 10.197506 8.021156 26.331214 0.1 -0.3 -0.4
H 9.103072 8.886302 23.782806 -0.1 -0.2 0.0
H 8.072194 8.292194 25.031923 0.0 0.1 0.5
H 8.204838 10.936725 24.058499 -0.3 0.2 0.2
H 7.628602 10.529652 25.746608 -0.2 0.3 -0.3
H 11.398400 12.131296 25.113300 -0.1 0.1 0.1
H 10.138091 12.260424 23.890069 -0.1 0.0 0.1
H 11.068199 10.786434 24.065416 -0.4 -0.4 0.3
Cl 14.403385 10.713058 26.573527 0.1 0.2 0.9
O 14.149313 9.882996 25.427212 -0.1 0.2 -0.5
O 14.217944 12.125703 26.273368 -0.3 -0.2 -0.4
O 13.471926 10.335975 27.623608 0.3 0.0 -0.2
O 15.778785 10.550966 26.983051 -0.3 -0.2 0.2
C 18.134093 11.458554 22.657192 0.8 -0.6 1.2
C 16.768662 10.812806 22.665371 -0.2 -0.9 -0.3
O 15.846826 11.643986 23.331930 -0.3 0.4 -0.3
O 19.160786 10.524399 22.305006 -0.1 0.1 -0.7
H 18.334020 11.766004 23.689597 -0.2 0.4 -0.1
H 18.203415 12.328876 22.007070 -0.1 0.0 -0.1
H 16.804018 9.815083 23.117186 0.3 0.2 0.4
H 16.452734 10.564264 21.642451 -0.2 0.5 0.0
H 15.558427 11.240223 24.155670 0.0 -0.2 0.0
H 19.609072 10.218013 23.093288 -0.1 0.0 0.1
C 11.637025 16.097092 27.203152 0.1 0.0 -0.1
C 12.257642 15.895425 25.829959 1.4 0.9 0.9
O 12.204022 14.542976 25.438352 -0.4 -0.1 -0.4
O 12.267861 15.244661 28.146871 -0.4 -0.4 0.1
H 10.576516 15.835489 27.123475 0.0 -0.1 0.4
H 11.712588 17.126543 27.560813 -0.1 0.2 -0.4
H 13.313666 16.190077 25.925095 0.0 0.0 0.0
H 11.873628 16.617910 25.106217 -0.5 -0.6 -0.3
H 12.902254 14.088946 25.932464 -0.1 -0.1 0.0
H 13.004771 15.698974 28.563097 0.1 0.0 -0.1
C 17.159323 14.090010 25.750585 -0.1 0.8 -0.4
C 17.254285 15.564177 25.382140 0.3 0.2 -0.5
O 15.956918 16.142994 25.199295 0.2 0.0 0.4
O 16.524898 13.932266 27.004749 0.0 -0.2 -0.5
H 18.143407 13.608880 25.749314 0.1 0.1 -0.1
H 16.570071 13.678328 24.918603 0.0 -0.5 0.3
H 17.785586 15.709699 24.429614 0.2 -0.5 0.1
H 17.834206 16.152412 26.095268 -0.5 0.0 0.3
H 15.491746 15.553869 24.594488 -0.1 0.1 0.0
H 15.989492 13.135624 26.894577 -0.2 0.0 0.4
C 16.529296 8.786531 29.920848 -0.8 -0.8 -0.7
C 15.511460 9.110728 30.984355 -0.4 0.6 1.1
O 14.449762 9.982234 30.581909 0.2 -0.5 -0.4
O 17.226692 9.887269 29.405304 0.0 0.0 0.5
H 16.001567 8.285917 29.088386 -0.1 0.1 0.1
H 17.178742 7.994575 30.301122 0.5 0.4 0.1
H 15.962050 9.656956 31.822232 0.2 -0.1 -0.2
H 15.096388 8.193520 31.428488 0.1 -0.1 -0.3
H 13.951125 9.533013 29.885893 0.1 0.3 -0.1
H 16.544592 10.409591 28.960826 0.3 0.2 -0.2
```
Positions in Å, forces in eV/Å.

***

Entry 2:
Here is the molecule C24H32N4O4 in a non-equilibrium geometry from the Open Molecules 2025 dataset. Energies are from wB97M-V/def2-TZVPD.

Calculated values
gap between HOMO and LUMO: 0.2768 Ha
relative energy (zero: lowest compared OMol25 entry of this formula, charge and spin): 517.1 kJ/mol
F_max: 1.292 eV Å⁻¹
structure (SMILES): COc1cccc(NC(=O)c2ccc(NCCCN3C[C@H](C)C[C@H](C)C3)c([N+](=O)[O-])c2)c1

```
64
Properties=species:S:1:pos:R:3:forces:R:3
C -9.028416 2.206166 2.021776 0.0 -0.2 0.1
O -9.106923 3.444034 1.359070 0.1 0.3 -0.2
C -8.056050 3.843742 0.590947 0.1 0.1 -0.1
C -8.194835 5.085440 -0.033041 -0.1 -0.1 0.1
C -7.180150 5.572001 -0.828892 -0.2 -0.2 0.2
C -6.014487 4.850010 -1.026561 0.3 0.0 -0.1
C -5.872643 3.614628 -0.409608 -0.2 0.5 -0.1
N -4.731271 2.818394 -0.549479 -0.1 -0.3 0.3
C -3.603507 3.054358 -1.277417 0.1 -0.2 0.1
O -3.424452 4.026221 -1.983989 0.0 0.1 -0.1
C -2.568339 1.984179 -1.164591 0.3 -0.1 0.0
C -1.622708 1.891574 -2.202487 -0.1 0.0 0.2
C -0.628622 0.956035 -2.182312 0.1 0.0 0.0
C -0.489165 0.040793 -1.111239 -0.2 -0.1 0.4
N 0.477227 -0.881500 -1.103747 0.3 -0.5 0.3
C 1.480437 -1.069516 -2.121982 0.1 0.0 -0.4
C 2.412491 -2.207327 -1.721694 0.0 0.4 0.2
C 3.267290 -1.860371 -0.495024 -0.2 -0.3 -0.3
N 3.996495 -3.035820 -0.058847 -0.1 -0.1 0.0
C 5.273210 -3.232881 -0.717408 0.1 0.2 0.0
C 6.396100 -2.321605 -0.193667 0.1 -0.3 0.0
C 7.713116 -2.634988 -0.894923 -0.3 0.2 0.1
C 6.516368 -2.497360 1.320941 -0.3 0.4 -0.2
C 5.170281 -2.252302 2.005063 0.1 -0.3 0.1
C 5.263697 -2.476905 3.509809 -0.1 0.2 -0.3
C 4.126404 -3.187853 1.376501 0.1 0.3 0.1
C -1.431997 0.157435 -0.051347 -0.1 0.8 -1.0
N -1.403418 -0.671330 1.093005 -0.1 -0.4 0.7
O -2.286437 -0.544985 1.923354 0.0 -0.1 0.1
O -0.496928 -1.494345 1.216902 0.0 -0.1 0.1
C -2.445100 1.121825 -0.098886 0.1 0.0 -0.1
C -6.893845 3.112201 0.398957 -0.2 -0.1 0.2
H -8.932282 1.375547 1.314584 0.0 0.0 0.0
H -8.194011 2.180203 2.730369 0.0 0.0 0.0
H -9.964874 2.104392 2.567844 0.1 0.0 0.0
H -9.104673 5.640943 0.126089 -0.1 0.1 0.0
H -7.293210 6.532675 -1.307670 0.0 0.1 0.0
H -5.225202 5.233638 -1.648757 0.0 0.0 0.0
H -4.773994 1.943375 -0.046395 0.1 0.1 -0.2
H -1.707197 2.590343 -3.020901 0.0 0.0 -0.1
H 0.074393 0.907838 -2.997077 0.1 0.0 -0.1
H 0.501482 -1.504274 -0.300025 -0.1 0.3 -0.3
H 2.059574 -0.145995 -2.250114 0.0 0.0 -0.1
H 0.999227 -1.306459 -3.079490 0.1 0.1 0.0
H 3.062488 -2.441324 -2.564975 0.0 0.0 0.0
H 1.829053 -3.100656 -1.495273 0.0 -0.1 0.0
H 2.612221 -1.542776 0.318757 0.1 0.1 0.0
H 3.923978 -1.012447 -0.742260 -0.1 0.0 0.1
H 5.139716 -3.083234 -1.790832 0.1 -0.1 -0.1
H 5.563273 -4.276694 -0.558189 0.1 0.0 -0.1
H 6.130624 -1.278519 -0.402394 0.0 0.0 0.0
H 8.505361 -1.987248 -0.525830 0.1 0.0 0.0
H 7.621205 -2.488557 -1.969100 0.1 0.0 -0.1
H 8.002814 -3.667999 -0.713658 0.1 -0.1 0.0
H 7.269346 -1.811285 1.717082 0.1 0.0 0.0
H 6.846251 -3.516951 1.537948 0.1 -0.1 0.0
H 4.864531 -1.215437 1.821275 0.0 0.0 0.0
H 6.004714 -1.813114 3.950056 0.1 0.0 0.1
H 4.304263 -2.286031 3.985163 -0.1 0.0 0.1
H 5.553444 -3.503875 3.722617 0.0 -0.1 0.1
H 3.147017 -3.029916 1.833488 0.0 -0.1 0.0
H 4.421780 -4.225342 1.566179 0.0 0.0 0.1
H -3.095978 1.169766 0.762405 0.0 0.0 0.0
H -6.759153 2.149464 0.869901 0.0 -0.1 0.1
```
Positions in Å, forces in eV/Å.

***

Entry 3:
Here is the molecule C2H9N5 in a non-equilibrium geometry from the Open Molecules 2025 dataset. Energies are from wB97M-V/def2-TZVPD.

Calculated values
gap between HOMO and LUMO: 0.3542 Ha
relative energy (zero: lowest compared OMol25 entry of this formula, charge and spin): 299.7 kJ/mol
F_max: 3.831 eV Å⁻¹
structure (SMILES): CN(N)/C(N)=N/N

```
16
Properties=species:S:1:pos:R:3:forces:R:3
C 1.936005 0.553938 0.837569 -0.2 0.2 -0.6
N 1.115706 -0.404927 0.109469 -3.3 -0.3 0.5
N 1.615942 -0.753155 -1.143829 0.2 0.4 -0.8
C -0.466265 -0.141676 0.072445 3.7 -0.1 0.8
N -1.073502 -0.777857 1.105497 -1.0 0.3 -0.2
N -0.980895 0.527832 -0.868205 -3.0 -0.2 -0.3
N -2.603371 0.490188 -0.646045 2.3 -0.1 -0.3
H 1.970338 1.518695 0.318042 0.1 0.2 0.1
H 2.964542 0.183408 0.919042 -0.3 -0.1 -0.1
H 1.543866 0.705857 1.844324 -0.1 0.0 -0.1
H 1.389279 -0.030724 -1.835602 0.1 -0.2 0.1
H 1.159705 -1.609781 -1.459215 0.2 0.2 0.3
H -2.058647 -0.494842 1.082887 0.3 -0.1 0.6
H -0.601171 -0.701414 1.992828 0.1 -0.3 0.0
H -2.925493 -0.340232 -1.151114 0.4 0.2 0.0
H -2.986038 1.274689 -1.178092 0.6 -0.1 0.1
```
Positions in Å, forces in eV/Å.